(1)
Computed, not measured: 3 unconnected molecules or ions with the total composition C3H10O4, with ωB97M-V/def2-TZVPD.

Computed properties:
HOMO energy in Eh: -0.40069
Energy relative to the best compared isomer or geometry (same formula, charge and spin) in eV: 1.010
Orbital gap in eV: 11.33

Structure (ORCA input):
```
! RIJCOSX wB97M-V def2-TZVPD def2/J DEFGRID3
* xyz 0 1
O -0.6273 -0.0554 -1.3556
C -0.3609 -0.4250 -0.2678
O -1.1264 -1.3458 0.4786
C 0.8124 0.0091 0.6038
C 0.3104 1.0052 1.7072
H -1.6553 -0.8852 1.1300
H 1.5369 0.4700 -0.0738
H 1.3435 -0.8168 1.0559
H 0.2137 0.3579 2.5819
H -0.7036 1.3619 1.5432
H 1.0804 1.7474 1.8493
H 0.5606 -4.9893 -1.1882
H 0.0818 -3.6655 -0.7307
O 0.8183 -4.0403 -1.2393
H -0.5030 3.0406 -1.8989
H -1.3408 4.2615 -2.0850
O -0.4409 3.9697 -2.1107
*
```

***

(2)
Computed, not measured: a molecular structure, C23H19N5O4S3SbSe4Tc, with ωB97M-V/def2-TZVPD.

Computed properties:
HOMO energy (spin up / spin down) in Eh: -0.30073 / -0.30073
Energy relative to the best compared isomer or geometry (same formula, charge and spin) in eV: 0.946
Orbital gap (spin up / spin down) in eV: 5.14 / 5.13

Structure (ORCA input):
```
! RIJCOSX wB97M-V def2-TZVPD def2/J DEFGRID3
* xyz 0 1
Tc -0.3001 1.2974 -0.1127
N -4.4869 2.0470 -1.7711
C -3.3898 1.6759 -1.0724
S -2.0599 2.8175 -0.9709
N -3.3589 0.5887 -0.4037
N -2.1761 0.3411 0.3070
C -2.3671 -0.6578 1.1162
C -1.3912 -1.4312 1.7923
C -1.7814 -2.6159 2.4420
C -0.8313 -3.5161 2.8538
C 0.5282 -3.2502 2.6425
C 0.9352 -2.0774 2.0469
C -0.0309 -1.1730 1.6129
O 0.3616 -0.0765 0.9608
H -4.3668 2.6740 -2.5499
H -5.1945 1.3377 -1.8854
H -3.3933 -1.0076 1.1747
H -2.8367 -2.8336 2.5519
H -1.1248 -4.4611 3.2866
H 1.2664 -3.9990 2.8877
H 1.9775 -1.8841 1.8344
S 0.9753 4.4400 2.8279
C -0.7373 4.4695 2.8034
C -1.2605 3.6317 1.8716
C -0.2560 2.9224 1.1430
C 1.0043 3.2836 1.5681
C 2.1738 2.6192 1.0439
C 3.4851 2.8549 1.4241
C 4.4886 2.0668 0.8874
C 4.1557 1.0584 0.0001
C 2.8290 0.8908 -0.3496
N 1.8619 1.6654 0.1408
H -1.2670 5.1113 3.4890
H -2.3237 3.5244 1.7177
H 3.7043 3.6330 2.1422
H 5.5190 2.2294 1.1735
H 4.9030 0.4048 -0.4251
H 2.5192 0.1051 -1.0166
N -0.4392 0.2479 -2.0548
C -0.1618 -1.1631 -1.8384
C -1.1571 -2.0211 -1.4000
C -0.8145 -3.3004 -0.9721
C 0.5065 -3.7106 -0.9849
C 1.4735 -2.8936 -1.5653
C 1.1406 -1.6266 -2.0011
S 1.0223 -5.2308 -0.1714
O 2.1437 -4.7657 0.6411
O -0.1437 -5.6136 0.6101
O 1.3831 -6.1262 -1.2472
H -1.3592 0.3739 -2.4781
H 0.2348 0.6110 -2.7434
H -2.1860 -1.6838 -1.3620
H -1.5597 -3.9724 -0.5661
H 2.4909 -3.2559 -1.6362
H 1.8773 -0.9893 -2.4761
Se 2.0631 2.0324 -3.4031
Sb -1.3310 3.5856 -3.3873
Se 0.7992 3.1384 -1.9070
Se -1.9986 1.7735 -4.7400
Se -1.7381 5.8838 -3.5015
*
```

***

(3)
Computed, not measured: a molecular structure, C32H39BCl2CrF2N11O4P, with ωB97M-V/def2-TZVPD.

Computed properties:
HOMO energy (spin up / spin down) in Eh: -0.38788 / -0.38134
Energy relative to the best compared isomer or geometry (same formula, charge and spin) in eV: 0.000
<S²>: 0.76
Orbital gap (spin up / spin down) in eV: 7.81 / 7.96

Structure (ORCA input):
```
! RIJCOSX wB97M-V def2-TZVPD def2/J DEFGRID3
* xyz 1 2
Cr -0.0704 0.9925 1.3104
C -4.3026 0.7311 4.7233
N -2.9967 0.4160 4.2161
C -2.0931 -0.4352 4.7674
C -1.0072 -0.4484 3.9384
N -1.2392 0.3753 2.8861
C -2.4503 0.8966 3.0761
P -3.2762 2.1136 2.0050
C -1.7949 3.1868 1.8665
N -0.5250 2.8073 2.0174
C 0.2158 3.9465 2.0356
C -0.6092 5.0229 1.8965
N -1.8730 4.5338 1.8003
C -3.0452 5.3090 1.5135
C -3.1987 1.0581 0.5273
N -2.5325 -0.0777 0.4400
C -2.8226 -0.5780 -0.7841
C -3.6885 0.2603 -1.4338
N -3.9360 1.2894 -0.5835
C -4.6932 2.4739 -0.8569
H -4.4800 0.1681 5.6368
H -4.3800 1.7982 4.9366
H -5.0639 0.4645 3.9892
H -2.2806 -0.9509 5.6868
H -0.0860 -0.9886 4.0300
H 1.2780 3.9226 2.1862
H -0.3963 6.0706 1.8492
H -2.8869 6.3339 1.8431
H -3.2385 5.3106 0.4382
H -3.9042 4.8891 2.0369
H -2.4118 -1.5115 -1.1192
H -4.1488 0.1965 -2.3988
H -5.4516 2.2604 -1.6074
H -5.1768 2.8051 0.0622
H -4.0342 3.2649 -1.2203
N 1.3337 1.8907 -0.2558
C 0.7497 2.3575 -1.5175
C 1.6978 3.1726 -2.3907
C 2.8940 2.3935 -2.9513
C 2.5773 1.5052 -4.1662
N 1.4714 0.5847 -3.9517
C 1.4565 -0.3539 -2.9959
N 2.5938 -0.7947 -2.4808
N 0.2918 -0.8634 -2.5827
C -0.5776 3.1205 -1.1414
O -0.7932 4.2400 -1.5711
O -1.3101 2.3956 -0.4289
H 1.7951 2.6850 0.1890
H 2.0663 1.2025 -0.4356
H 0.3735 1.4770 -2.0327
H 2.0704 4.0075 -1.7939
H 1.1177 3.6146 -3.2017
H 3.3516 1.8050 -2.1528
H 3.6449 3.1100 -3.2849
H 3.4710 0.9429 -4.4527
H 2.2955 2.1328 -5.0108
H 0.5697 0.9281 -4.2461
H 3.4626 -0.5045 -2.8971
H 2.6018 -1.6170 -1.8609
H -0.5621 -0.4779 -2.9569
H 0.2159 -1.1874 -1.6092
F 2.7833 1.2770 1.9986
B 1.5610 0.9749 2.4628
F 1.5397 0.9966 3.7845
Cl 3.7963 -1.2194 0.8252
C 3.9786 -2.9459 0.8270
C 4.9195 -3.5268 1.6509
C 5.0504 -4.9054 1.6618
C 4.2415 -5.6763 0.8516
C 3.2856 -5.0865 0.0353
Cl 2.2771 -6.1375 -0.9096
C 3.1270 -3.7006 0.0053
N 2.1943 -2.9753 -0.7447
C 1.0474 -3.5360 -1.3783
C 1.1251 -3.9524 -2.7016
C -0.0094 -4.3908 -3.3576
C -1.2283 -4.3985 -2.6993
C -1.3052 -3.9790 -1.3840
C -0.1765 -3.5355 -0.7056
C -0.2495 -3.1308 0.7363
C 0.3352 -1.7515 1.0874
O 0.8769 -1.5977 2.1759
O 0.2413 -0.8199 0.2139
H 5.5346 -2.9037 2.2786
H 5.7804 -5.3756 2.3010
H 4.3299 -6.7506 0.8520
H 1.9241 -2.1730 -0.1751
H 2.0871 -3.9737 -3.1908
H 0.0604 -4.7429 -4.3743
H -2.1141 -4.7532 -3.2027
H -2.2518 -4.0135 -0.8649
H 0.2723 -3.8640 1.3578
H -1.2940 -3.1052 1.0546
*
```

***

(4)
Computed, not measured: a molecular structure, C11H19Br30N2O5PSi2, with ωB97M-V/def2-TZVPD.

Computed properties:
HOMO energy in Eh: -0.34097
Orbital gap in eV: 8.94

Structure (ORCA input):
```
! RIJCOSX wB97M-V def2-TZVPD def2/J DEFGRID3
* xyz 0 1
N -2.4116 2.3460 1.7115
P -1.1138 2.9348 2.3302
O -0.9899 2.8316 3.9263
O -0.9030 4.4813 1.9751
Si 0.5890 1.6782 1.5769
C 0.6099 1.8120 -0.3083
O -0.0221 3.0218 -0.7851
N 0.9591 4.0262 -0.8921
O 0.4814 5.0836 -0.9585
O 2.0151 2.1866 2.2215
Si 3.1669 1.2710 2.9885
H -2.9157 3.0420 1.1666
H -1.8361 3.0742 4.3379
H -0.6075 5.0069 2.7336
H 0.3238 0.2802 1.9762
H 0.0682 0.9691 -0.7537
H 1.6503 1.7975 -0.6550
H 2.5552 0.0366 3.5213
H 4.2361 0.9339 2.0306
H 3.7214 2.0836 4.0868
C 5.8891 3.7886 0.2052
Br 6.3690 1.9322 0.0726
Br 4.1359 4.1175 -0.5126
Br 6.0332 4.4297 2.0107
H 6.5975 4.3417 -0.3950
C -4.9636 1.1409 2.8426
Br -4.3922 1.4265 4.6630
Br -5.4082 -0.7025 2.5478
Br -6.4142 2.3129 2.3755
H -4.1037 1.3897 2.2242
C -6.5340 -0.3841 7.3577
Br -6.2936 -2.2859 7.2326
Br -8.2935 0.1470 6.8026
Br -6.1185 0.2682 9.1185
H -5.8324 0.0713 6.6744
C 0.3670 -3.0356 -1.1012
Br 1.6670 -1.9695 -2.0273
Br 0.7320 -4.9129 -1.2631
Br 0.1996 -2.4932 0.7365
H -0.5882 -2.8523 -1.5745
C 1.8359 6.6415 4.4008
Br 2.4216 5.3252 3.1384
Br 2.4485 8.4027 3.9480
Br -0.0862 6.6073 4.6048
H 2.2564 6.3883 5.3638
C 1.3992 -3.1803 -6.2694
Br -0.1855 -2.2655 -5.6863
Br 2.9905 -2.1521 -5.9432
Br 1.5164 -4.9356 -5.5013
H 1.3174 -3.3033 -7.3406
C -2.8124 1.5684 -1.9714
Br -2.1758 -0.1935 -1.5202
Br -3.0793 1.7749 -3.8613
Br -4.3776 1.9982 -0.9541
H -2.0413 2.2669 -1.6702
C 0.1253 -5.1195 -9.8704
Br -0.6299 -6.6713 -9.0207
Br -0.7689 -3.5128 -9.3089
Br 2.0219 -5.0153 -9.5746
H -0.0287 -5.2248 -10.9349
C 0.6270 -1.6778 6.2726
Br -0.9292 -0.8412 5.5223
Br 1.3761 -2.9775 5.0702
Br 1.9375 -0.3788 6.8142
H 0.3144 -2.2049 7.1628
C 2.2685 -9.3672 -8.6730
Br 3.6273 -8.5335 -9.7453
Br 2.4753 -11.2764 -8.6254
Br 2.2136 -8.6154 -6.9057
H 1.3172 -9.1545 -9.1412
*
```

***

(5)
Computed, not measured: 10 unconnected molecules or ions with the total composition C28H60N4O22, with ωB97M-V/def2-TZVPD.

Computed properties:
HOMO energy in Eh: -0.34062
Orbital gap in eV: 9.61

Structure (ORCA input):
```
! RIJCOSX wB97M-V def2-TZVPD def2/J DEFGRID3
* xyz 0 1
C -6.8444 -0.5018 -4.3079
O -6.1063 -1.1807 -3.2967
C -4.8163 -0.8515 -3.2336
O -4.2444 -0.1067 -3.9870
O -4.2792 -1.4730 -2.2002
C -2.8798 -1.3126 -2.0332
H -6.5159 -0.8049 -5.2977
H -6.7746 0.5812 -4.1969
H -7.8878 -0.7556 -4.1324
H -2.4658 -2.1272 -1.4463
H -2.6448 -0.3457 -1.6071
H -2.3804 -1.4774 -2.9931
C 2.4034 -1.4870 1.1227
O 2.0532 -2.2484 2.2710
C 2.5067 -1.7705 3.4220
O 3.0058 -0.6905 3.5860
O 2.2865 -2.6776 4.3696
C 2.8635 -2.4009 5.6315
H 3.4643 -1.2482 1.1099
H 1.8310 -0.5573 1.1185
H 2.1067 -2.0186 0.2245
H 2.5790 -1.4110 5.9904
H 3.9521 -2.4795 5.6314
H 2.5034 -3.1489 6.3358
C 4.3508 -0.1723 -1.7818
O 3.6471 -1.2820 -2.3631
C 3.6330 -1.3151 -3.6899
O 4.2916 -0.6189 -4.4177
O 2.7705 -2.2586 -4.0606
C 2.6210 -2.4437 -5.4694
H 4.5608 -0.4214 -0.7428
H 3.6215 0.6368 -1.7161
H 5.2708 0.0312 -2.3145
H 3.3073 -3.2037 -5.8393
H 2.7571 -1.5056 -5.9965
H 1.6063 -2.8099 -5.6157
C 3.7780 3.5762 0.3771
O 5.0059 2.8359 0.3861
C 5.8191 3.1097 -0.6222
O 5.5291 3.7657 -1.5840
O 6.9883 2.5395 -0.3735
C 8.0935 2.8046 -1.1914
H 3.2324 3.2496 1.2591
H 3.1426 3.4352 -0.4931
H 4.0376 4.6315 0.4821
H 8.3887 1.8850 -1.6979
H 8.9435 3.0817 -0.5619
H 7.9564 3.6132 -1.9056
C -4.0088 -2.0561 1.9123
O -4.2668 -3.1445 1.0511
C -4.5546 -4.3043 1.6236
O -4.5136 -4.5492 2.8047
O -4.8701 -5.1671 0.6557
C -5.1083 -6.5208 1.0603
H -3.9809 -1.1245 1.3515
H -3.0624 -2.1689 2.4349
H -4.8128 -1.9151 2.6366
H -4.4358 -7.1327 0.4665
H -6.1510 -6.7493 0.8453
H -4.9458 -6.6443 2.1260
C -1.8783 -6.8308 -2.7140
O -2.1281 -5.6343 -1.9848
C -1.3124 -5.3802 -0.9587
O -0.4968 -6.1345 -0.4942
O -1.5669 -4.1562 -0.5409
C -0.9469 -3.7461 0.6843
H -0.9357 -7.2871 -2.4146
H -1.8768 -6.5853 -3.7711
H -2.6594 -7.5596 -2.4899
H 0.1241 -3.9356 0.6636
H -1.3569 -4.3414 1.5060
H -1.2129 -2.7039 0.8148
C -1.2974 4.2471 3.4949
C -0.2778 4.6816 2.4658
O 0.2911 3.8903 1.7269
N -0.0666 6.0093 2.3664
C 0.8762 6.5725 1.3992
H -0.8265 3.6104 4.2387
H -2.1248 3.7176 3.0253
H -1.7511 5.1203 3.9689
H -0.6357 6.6449 2.8940
H 0.2742 6.9973 0.6019
H 1.6881 5.9072 1.1371
H 1.4246 7.3614 1.9295
C -1.6856 0.9545 1.3231
C -0.6897 0.7404 0.2075
O -0.4494 -0.3644 -0.2597
N -0.1164 1.8755 -0.2594
C 0.7451 1.8530 -1.4128
H -1.1681 1.4868 2.1316
H -1.9616 0.0134 1.7928
H -2.5519 1.5257 1.0017
H -0.2000 2.6715 0.3679
H 0.4470 1.0229 -2.0480
H 1.7899 1.6837 -1.1156
H 0.7483 2.7991 -1.9519
O -2.5533 -0.6598 4.4186
C -1.5902 -0.9122 5.1139
N -1.6770 -1.7810 6.1591
C -0.2645 -0.2016 4.9681
H -2.5167 -2.3293 6.2328
H -0.9099 -1.9236 6.7862
H -0.4045 0.8499 5.2243
H 0.1101 -0.2535 3.9484
H 0.4944 -0.5813 5.6508
O -1.4035 6.7751 -4.1987
C -0.4418 6.0317 -4.2558
N -0.4377 4.9101 -5.0489
C 0.7437 6.1784 -3.3318
H 0.4470 4.5304 -5.3306
H -1.2826 4.7685 -5.5755
H 1.5900 6.7483 -3.7175
H 1.0562 5.1789 -3.0324
H 0.4474 6.7503 -2.4542
*
```

***

(6)
Computed, not measured: a molecular structure, H2IO, with ωB97M-V/def2-TZVPD.

Computed properties:
HOMO energy in Eh: -0.11290
Energy relative to the best compared isomer or geometry (same formula, charge and spin) in eV: 1.612
Orbital gap in eV: 7.07

Structure (ORCA input):
```
! RIJCOSX wB97M-V def2-TZVPD def2/J DEFGRID3
* xyz -1 1
I -0.2984 0.8606 1.6657
O -0.2654 -0.2536 -0.6907
H 0.5270 -0.4601 -1.1864
H 0.0368 -0.1469 0.2113
*
```

***

(7)
Computed, not measured: a molecular structure, C18H24Br3N3O10V, with ωB97M-V/def2-TZVPD.

Computed properties:
HOMO energy in Eh: -0.11198
Energy relative to the best compared isomer or geometry (same formula, charge and spin) in eV: 0.000
Orbital gap in eV: 2.08

Structure (ORCA input):
```
! RIJCOSX wB97M-V def2-TZVPD def2/J DEFGRID3
* xyz -1 1
O -0.2559 2.3246 5.6751
V -1.7931 2.2868 5.0765
O -2.6170 1.4221 5.9763
C -0.6759 -0.5095 1.2877
C -1.9144 0.3421 0.9495
O -1.9496 1.5331 1.6916
H -0.4463 -0.7451 2.3268
H 0.1680 0.0626 0.9023
H -0.7134 -1.4508 0.7393
H -2.7144 -0.3301 1.2599
H -2.0419 0.6973 -0.0731
C -6.9893 0.6914 2.3228
C -7.9073 1.8062 1.6824
O -7.3862 2.5182 0.6512
H -6.0127 1.1639 2.4276
H -6.9419 -0.1337 1.6121
H -7.3871 0.4830 3.3160
H -8.2221 2.4809 2.4785
H -8.8120 1.3306 1.3036
C -6.1696 -1.7817 -2.6518
N -7.3795 -0.9538 -2.9051
O -7.2731 0.2266 -3.1272
O -8.4100 -1.5780 -3.0975
H -6.4278 -2.6926 -2.1118
H -5.5413 -1.1838 -1.9915
H -5.6585 -1.9384 -3.6017
C 2.0770 1.8622 -4.3575
C 2.9506 0.7624 -4.1991
C 2.3589 -0.4505 -3.8290
C 0.9726 -0.6774 -3.7949
C 0.1573 0.4634 -3.9918
C 0.7047 1.7090 -4.2078
N 0.4296 -2.0165 -3.7774
O 1.2100 -2.8867 -3.5294
O -0.7655 -2.2070 -3.9204
H 2.5665 2.8119 -4.5156
H 3.9809 0.9822 -4.4370
H 2.9861 -1.3275 -3.8913
H -0.9098 0.3400 -4.1034
H 0.0785 2.5840 -4.3009
C 5.5770 1.7099 2.4999
C 5.0255 0.8920 1.5222
C 5.7112 0.4766 0.3843
C 6.9769 1.0298 0.0841
C 7.5128 1.8777 1.0879
C 6.8743 2.1085 2.2824
N 7.7180 0.6541 -1.2294
O 8.6210 1.4316 -1.5836
O 7.3933 -0.3752 -1.7186
H 5.0696 1.8698 3.4398
H 4.1038 0.4474 1.8673
H 5.3189 -0.2783 -0.2811
H 8.4878 2.2950 0.8837
H 7.4542 2.6453 3.0185
C 2.0050 -5.0293 4.4763
Br 1.6743 -3.3408 5.4724
Br 3.6941 -5.8991 5.2993
Br 2.2463 -4.7827 2.5721
H 1.2109 -5.7535 4.6583
*
```

***

(8)
Computed, not measured: a molecular structure, C25H38BClN7O2RuS3, with ωB97M-V/def2-TZVPD.

Computed properties:
HOMO energy (spin up / spin down) in Eh: -0.27575 / -0.27058
<S²>: 0.76
Orbital gap (spin up / spin down) in eV: 7.97 / 7.13

Structure (ORCA input):
```
! RIJCOSX wB97M-V def2-TZVPD def2/J DEFGRID3
* xyz 0 2
Ru -0.2837 0.3594 -0.6971
C -3.6107 2.9181 0.3416
C -3.9392 2.1870 1.6363
C -4.6359 3.1604 2.5885
C -4.8283 0.9868 1.3052
N -2.7336 1.6498 2.3547
C -2.8982 0.9969 3.5641
C -1.6845 0.5854 3.9683
N -0.7698 0.9709 3.0165
B 0.6889 0.4744 3.1499
N 1.7365 1.3410 2.4044
C 2.2555 2.4512 3.0263
C 3.1856 2.9899 2.2181
N 3.2362 2.2102 1.0757
C 2.3214 1.2146 1.1964
S 1.9868 -0.0219 0.0163
C 4.2808 2.3668 0.0107
C 5.1158 3.6074 0.3223
C 5.1839 1.1356 0.0341
C 3.6265 2.5692 -1.3519
N 0.8099 -1.0241 2.7790
C 1.7861 -1.8031 3.3543
C 1.7335 -3.0243 2.7886
N 0.7166 -2.9950 1.8504
C 0.1583 -1.7606 1.8601
S -1.1591 -1.2318 0.8530
C 0.3415 -4.1447 0.9654
C 0.5570 -3.7432 -0.4943
C -1.1018 -4.5536 1.2471
C 1.2541 -5.3288 1.2803
C -1.4226 1.6179 2.0356
S -0.6777 2.1951 0.5586
H -4.5670 3.2517 -0.0655
H -3.1336 2.2710 -0.3894
H -2.9842 3.7939 0.5047
H -5.5093 3.5780 2.0883
H -3.9683 3.9807 2.8552
H -4.9753 2.6787 3.5051
H -5.7048 1.3350 0.7584
H -5.1746 0.4676 2.1991
H -4.2827 0.2842 0.6736
H -3.8598 0.8815 4.0249
H -1.3882 0.0338 4.8423
H 0.9707 0.5614 4.3208
H 1.9174 2.7582 3.9994
H 3.7985 3.8571 2.3558
H 5.6832 3.5024 1.2478
H 4.5008 4.5065 0.3716
H 5.8298 3.7390 -0.4893
H 5.6441 1.0172 1.0169
H 5.9767 1.2562 -0.7055
H 4.6241 0.2342 -0.2071
H 2.9603 3.4332 -1.3251
H 3.0635 1.6930 -1.6549
H 4.4161 2.7583 -2.0816
H 2.4379 -1.4140 4.1158
H 2.3355 -3.8917 2.9683
H -0.1242 -2.9556 -0.8058
H 0.3931 -4.6185 -1.1244
H 1.5812 -3.3972 -0.6440
H -1.7961 -3.7529 1.0069
H -1.2220 -4.8291 2.2967
H -1.3483 -5.4211 0.6332
H 2.3034 -5.0988 1.0920
H 0.9717 -6.1464 0.6186
H 1.1388 -5.6784 2.3073
O 0.5750 -0.5891 -2.6772
C 0.6399 0.5860 -3.0813
C 1.0288 1.1071 -4.4379
C 0.6941 2.5951 -4.2997
C 0.3721 2.7935 -2.8165
O 0.2089 3.8596 -2.2705
N 0.3214 1.5545 -2.2161
H 0.4793 0.5862 -5.2197
H 2.0924 0.9206 -4.5971
H -0.2023 2.8628 -4.8607
H 1.4882 3.2761 -4.5997
Cl -2.3755 0.0677 -1.6311
*
```

***

> What is the formula in the eighth record?

C25H38BClN7O2RuS3

***

> Which formula does entry 3 have?

C32H39BCl2CrF2N11O4P